Computed, not measured: a molecular structure, C35H36NO4P3V, with wB97M-V/def2-TZVPD.

Properties
**Net charge**: 0
**Energy above the lowest of the compared OMol25 structures with the same formula, charge and spin**: 0.00 kcal/mol
**Spin multiplicity**: 4
**HOMO-LUMO gap (alpha / beta)**: 6.67 / 7.28 eV
**E_LUMO (alpha / beta)**: -0.46 / -0.46 eV
**Strongest force on any atom**: 0.8 eV/A

Positions of all 80 atoms, in Å:
V (-0.47892, 0.43336, 0.44989)
C (-1.82335, -2.84097, -4.77300)
C (-2.30807, -2.64939, -3.48713)
C (-1.72696, -1.70309, -2.65608)
C (-0.66154, -0.93132, -3.11508)
C (-0.18070, -1.12346, -4.40761)
C (-0.75726, -2.07941, -5.23123)
P (-0.04570, 0.37740, -2.00931)
C (1.66737, 0.63055, -2.57120)
C (2.20064, 1.90069, -2.77481)
C (3.54756, 2.05498, -3.08005)
C (4.36923, 0.94368, -3.19989)
C (3.84183, -0.32729, -3.00634)
C (2.50312, -0.48300, -2.68144)
C (-0.99075, 1.83212, -2.56372)
C (-0.91927, 2.31255, -3.84669)
C (-1.75745, 3.36411, -4.26122)
C (-2.67615, 3.88348, -3.39082)
C (-2.78933, 3.39523, -2.06808)
C (-3.76848, 3.90193, -1.17796)
C (-3.85512, 3.40252, 0.08799)
C (-2.94913, 2.40632, 0.52534)
C (-1.96765, 1.86236, -0.27625)
C (-1.91511, 2.36614, -1.62076)
H (-2.27199, -3.58695, -5.41649)
H (-3.13556, -3.24521, -3.12403)
H (-2.08448, -1.56843, -1.64322)
H (0.65083, -0.53433, -4.77624)
H (-0.37303, -2.22672, -6.23251)
H (1.56077, 2.77127, -2.70070)
H (3.95089, 3.04759, -3.23535)
H (5.41511, 1.06557, -3.45023)
H (4.47595, -1.19962, -3.10230)
H (2.09697, -1.47576, -2.51723)
H (-0.22621, 1.87273, -4.55525)
H (-1.68596, 3.74127, -5.27330)
H (-3.34394, 4.67649, -3.70826)
H (-4.44427, 4.67483, -1.52489)
H (-4.61380, 3.77277, 0.76824)
H (-3.05610, 2.06717, 1.55437)
C (2.71031, -1.86971, 1.55016)
P (1.87037, -0.25533, 1.47512)
C (3.14097, 0.81279, 0.69986)
C (2.00884, 0.32065, 3.22351)
C (1.54802, 1.77552, 3.34757)
P (-0.11463, 1.98610, 2.59457)
C (-1.20307, 1.42712, 3.95630)
C (-0.35666, 3.79109, 2.58368)
H (3.75132, -1.76358, 1.86116)
H (2.64854, -2.33869, 0.56942)
H (2.18622, -2.51490, 2.25688)
H (4.02016, 0.91069, 1.34163)
H (2.73785, 1.80349, 0.48535)
H (3.44314, 0.37679, -0.25069)
H (3.04191, 0.21366, 3.56495)
H (1.39354, -0.33842, 3.84258)
H (2.23394, 2.43213, 2.80539)
H (1.53933, 2.10722, 4.38912)
H (-1.10524, 2.07540, 4.82923)
H (-0.93623, 0.40725, 4.24012)
H (-2.24199, 1.42387, 3.62877)
H (-0.19434, 4.22237, 3.57303)
H (-1.36770, 4.01250, 2.24394)
H (0.33766, 4.24199, 1.87392)
O (0.24172, -2.59507, -0.18852)
C (-0.63234, -2.34686, 0.63800)
O (-1.50349, -1.39774, 0.56961)
C (-0.68287, -3.17744, 1.90553)
C (-1.44659, -2.75452, 2.98737)
C (-1.43765, -3.46582, 4.17686)
C (-0.66368, -4.60869, 4.24982)
C (0.09339, -5.06466, 3.18493)
C (0.08249, -4.33328, 2.01036)
N (-0.64397, -5.36739, 5.50574)
O (-1.27811, -4.92284, 6.44543)
O (0.02894, -6.38058, 5.54401)
H (-2.05176, -1.86366, 2.87776)
H (-2.01741, -3.15727, 5.03419)
H (0.67469, -5.96851, 3.29159)
H (0.67042, -4.63784, 1.15462)

Mulliken atomic charge list, values in e, 8 entries:
1. V -0.705
2. C -0.517
3. C -0.770
4. C -0.436
5. C 0.569
6. C -0.279
7. C -0.775
8. P 2.754